Entry 1:
Molecular formula: C2H14O5
Method: DFT, ωB97M-V/def2-TZVPD

Computed properties:
Maximum force   1.46 eV/A
Calculated total energy   -12538.143 eV
Net charge   0
SMILES string   CCO.O.O.O.O
Energy above the lowest of the compared OMol25 structures with the same formula, charge and spin   23.4 kcal/mol

Element x y z (Å)
O1 4.95337 -5.05476 17.82405
H1 4.83492 -4.32584 17.21505
H2 4.88901 -5.83751 17.27690
O2 4.18003 -8.23802 17.78951
H3 3.52837 -8.60223 17.19040
H4 4.09260 -8.76137 18.58618
O3 2.27475 -9.64896 16.02269
H5 2.85409 -9.68790 15.26172
H6 1.67382 -8.92919 15.83022
O4 0.79295 -11.20708 18.15745
H7 1.48349 -10.70635 17.72309
H8 0.84099 -12.07665 17.76025
C1 7.08431 -9.19521 20.82274
C2 6.85462 -7.80498 20.30204
O5 7.51199 -6.94616 21.16807
H9 6.66064 -9.90120 20.10847
H10 6.60879 -9.32228 21.79528
H11 8.10740 -9.50532 21.03539
H12 5.81035 -7.51242 20.19237
H13 7.20153 -7.80743 19.26871
H14 7.73017 -6.19739 20.60829

In the natural (NBO) picture, each atom carries the following charge in e: O -0.9401; H 0.4617; H 0.4785; O -0.9659; H 0.4802; H 0.4738; O -0.9574; H 0.4864; H 0.4861; O -0.9460; H 0.4779; H 0.4656; C -0.6251; C -0.0659; O -0.7105; H 0.1988; H 0.2054; H 0.2152; H 0.1583; H 0.1538; H 0.4692

Entry 2:
Molecular formula: C76H168O23
Method: DFT, ωB97M-V/def2-TZVPD

Computed properties:
Maximum force   5.44 eV/A
Calculated total energy   -128618.134 eV
Net charge   0

Element x y z (Å)
C1 -6.80507 6.76748 15.41252
C2 -5.42810 7.44189 14.99319
C3 -5.03179 8.80129 15.61157
C4 -4.39232 8.73340 17.00214
C5 -4.61916 9.94413 17.92097
C6 -3.64933 9.96192 19.06567
H1 -6.71027 6.58276 16.48256
H2 -6.94194 5.75061 15.04465
H3 -7.61378 7.47645 15.23526
H4 -4.60737 6.73025 15.08288
H5 -5.51414 7.54242 13.91125
H6 -5.86115 9.48597 15.78901
H7 -4.30984 9.35459 15.01095
H8 -4.72036 7.74618 17.32754
H9 -3.32631 8.52133 16.91997
H10 -4.39394 10.85341 17.36368
H11 -5.64534 10.07089 18.26594
H12 -2.68073 10.28752 18.68632
H13 -4.05509 10.68110 19.77716
H14 -3.61183 8.99401 19.56551
C7 6.48340 0.56356 21.09193
C8 5.11098 -0.07527 20.99739
C9 4.42999 0.01534 19.61223
C10 2.92460 -0.18636 19.79367
C11 2.09950 -0.05788 18.50979
C12 2.03509 -1.39057 17.84714
H15 6.48809 1.58110 20.70115
H16 7.22788 0.00080 20.52878
H17 6.84043 0.48077 22.11847
H18 5.17492 -1.15842 21.10133
H19 4.48317 0.32206 21.79495
H20 5.02977 -0.51808 18.87480
H21 4.60480 1.04684 19.30638
H22 2.61440 -1.02574 20.41602
H23 2.58722 0.58123 20.49015
H24 1.06814 0.21986 18.72721
H25 2.47350 0.79639 17.94548
H26 1.43976 -1.32897 16.93616
H27 3.01301 -1.74175 17.51785
H28 1.59881 -2.10654 18.54365
C13 -4.92723 9.72256 7.31993
C14 -5.40308 10.78461 8.38765
C15 -4.88837 10.50533 9.87703
C16 -5.32365 9.15382 10.43790
C17 -6.85460 8.87843 10.42858
C18 -7.26508 7.72045 11.28188
H29 -5.38794 9.87564 6.34402
H30 -5.16953 8.71607 7.66109
H31 -3.86755 9.84712 7.09709
H32 -5.30732 11.80283 8.01059
H33 -6.47946 10.62187 8.44277
H34 -4.99578 11.33379 10.57718
H35 -3.81844 10.35338 9.73466
H36 -4.89929 8.26650 9.96815
H37 -4.93273 9.12580 11.45501
H38 -7.34279 9.74834 10.86791
H39 -7.24240 8.68493 9.42845
H40 -6.83418 6.84531 10.79551
H41 -6.91492 7.80787 12.31039
H42 -8.34639 7.62555 11.38126
C19 0.73810 4.98086 15.18698
C20 -0.68888 5.29843 14.71013
C21 -0.63628 6.48755 13.77789
C22 -2.11990 6.91271 13.67493
C23 -2.24456 8.13893 12.67866
C24 -1.84403 9.53264 13.35743
H43 1.50699 4.99527 14.41452
H44 0.75111 3.97647 15.61022
H45 1.01602 5.64938 16.00181
H46 -1.14806 4.36841 14.37502
H47 -1.33869 5.44611 15.57270
H48 -0.10294 6.07582 12.92108
H49 0.01560 7.27212 14.16208
H50 -2.74434 6.13468 13.23582
H51 -2.45111 7.32033 14.63006
H52 -1.84146 7.93488 11.68671
H53 -3.29818 8.20255 12.40675
H54 -0.77149 9.38756 13.48663
H55 -1.85442 10.38436 12.67729
H56 -2.35760 9.77401 14.28807
C25 4.70533 4.04282 16.63490
C26 3.91692 2.82744 16.48280
C27 4.01874 2.27046 15.07002
C28 3.13024 0.97753 14.71430
C29 2.72390 0.70810 13.27698
C30 1.78258 -0.47030 13.04772
H57 5.67695 3.64048 16.92156
H58 4.37280 4.76377 17.38173
H59 4.91408 4.51530 15.67506
H60 4.29124 2.01512 17.10578
H61 2.84880 2.98305 16.63449
H62 5.05396 1.94747 14.96013
H63 3.88981 3.05582 14.32524
H64 3.63349 0.11099 15.14322
H65 2.26354 0.91707 15.37255
H66 2.17794 1.61604 13.02074
H67 3.58830 0.74460 12.61395
H68 2.30924 -1.33643 13.44840
H69 0.86119 -0.24820 13.58605
H70 1.51390 -0.51569 11.99232
C31 1.92128 15.47855 14.33507
O1 0.70306 14.61589 14.23850
C32 0.47266 13.92853 12.99123
C33 1.67659 13.03590 12.51645
O2 2.78372 13.78890 11.93949
C34 3.87976 13.15570 11.23588
C35 3.41415 12.67436 9.85194
O3 2.13538 12.12676 9.77248
C36 1.09160 12.98491 9.28104
H71 1.77681 16.17627 15.15995
H72 1.99309 16.09418 13.43843
H73 2.86454 15.01526 14.62444
H74 0.20528 14.60916 12.18294
H75 -0.39924 13.30687 13.19476
H76 1.30614 12.24162 11.86840
H77 2.13864 12.58268 13.39350
H78 4.20252 12.28980 11.81393
H79 4.72102 13.84393 11.15382
H80 4.10326 12.02849 9.30781
H81 3.35012 13.68291 9.44351
H82 0.09721 12.63926 9.56356
H83 0.96380 13.03781 8.19986
H84 1.15057 13.99541 9.68541
C37 -11.34237 9.03847 15.85846
O4 -10.46213 9.15334 14.76041
C38 -9.93082 10.44567 14.63894
C39 -8.71796 10.43093 13.75382
O5 -7.86024 11.57951 13.92751
C40 -6.63407 11.63808 13.25476
C41 -5.83625 12.51317 14.24799
O6 -4.41836 12.66120 13.91042
C42 -3.62563 13.36095 14.96928
H85 -11.57011 8.00267 16.11019
H86 -12.33250 9.49121 15.80592
H87 -10.95417 9.33020 16.83431
H88 -9.49029 10.81705 15.56420
H89 -10.65768 11.17993 14.29163
H90 -8.95998 10.36577 12.69303
H91 -8.13595 9.55964 14.05421
H92 -6.75152 12.16721 12.30907
H93 -6.10195 10.68733 13.22251
H94 -5.90047 11.94770 15.17763
H95 -6.39529 13.41363 14.50250
H96 -3.73249 14.44165 15.06290
H97 -2.65851 13.15399 14.51107
H98 -3.67669 12.89835 15.95492
C43 1.53032 8.83425 11.37676
O7 2.18713 7.74861 10.70083
C44 2.76224 6.89926 11.57884
C45 3.95224 6.29319 10.80948
O8 3.50808 5.22938 9.98302
C46 4.52676 4.35800 9.48729
C47 5.29509 4.87993 8.19382
O9 6.13497 6.04371 8.51660
C48 7.36060 5.80318 9.13323
H99 0.55302 8.42243 11.62855
H100 1.33895 9.69998 10.74274
H101 2.17342 9.12051 12.20897
H102 2.00647 6.17854 11.89104
H103 3.05502 7.38230 12.51107
H104 4.59531 5.84042 11.56418
H105 4.58140 7.00293 10.27233
H106 4.04427 3.42289 9.20294
H107 5.21228 4.04519 10.27488
H108 4.60922 5.14950 7.39070
H109 5.83994 4.06354 7.71975
H110 7.30465 5.89009 10.21832
H111 8.08140 6.53864 8.77597
H112 7.72434 4.77749 9.07188
O10 -4.95177 0.27103 11.89519
C49 -5.11480 1.38226 11.45450
O11 -5.02752 2.56320 12.08985
C50 -4.90800 2.59670 13.54895
C51 -3.67235 3.48790 13.84057
C52 -5.36636 1.46373 9.96125
H113 -4.77314 1.58400 13.92890
H114 -5.78776 3.09093 13.96109
H115 -2.86054 2.99102 13.30938
H116 -3.43705 3.46595 14.90464
H117 -3.93764 4.52078 13.61501
H118 -6.09319 0.74574 9.58136
H119 -4.46602 1.20931 9.40200
H120 -5.74874 2.47752 9.84247
O12 -3.21649 -2.93989 14.90461
C53 -3.55473 -1.78433 14.97659
O13 -4.71569 -1.32230 15.49451
C54 -5.65936 -2.24444 16.04663
C55 -6.48436 -1.40277 16.99421
C56 -2.67758 -0.64525 14.53274
H121 -5.16786 -3.01854 16.63594
H122 -6.28518 -2.71895 15.29079
H123 -6.67985 -0.46532 16.47355
H124 -5.91882 -1.19132 17.90171
H125 -7.46538 -1.71215 17.35474
H126 -1.59946 -0.73168 14.66801
H127 -2.98521 0.28319 15.01383
H128 -2.85898 -0.61388 13.45839
O14 -1.39392 1.74494 7.61862
C57 -0.98759 1.42605 8.70875
O15 -0.97027 2.24611 9.81453
C58 -1.27242 3.64093 9.55894
C59 -0.01991 4.34494 10.00956
C60 -0.59164 0.06606 9.08118
H129 -2.11718 3.93994 10.17950
H130 -1.54219 3.84483 8.52272
H131 -0.31802 5.36157 9.75328
H132 0.79036 3.98029 9.37822
H133 0.11890 4.14173 11.07143
H134 -0.83633 -0.56880 8.22962
H135 -1.29066 -0.27483 9.84490
H136 0.45442 -0.00328 9.37957
O16 1.00820 6.18809 21.70362
C61 1.06809 5.11279 21.12837
O17 1.59138 3.99975 21.64679
C62 1.64048 3.88424 23.06128
C63 0.25561 3.69260 23.69863
C64 0.87740 5.02875 19.60198
H137 2.13835 4.78566 23.41859
H138 2.30732 3.04811 23.27180
H139 -0.26525 2.77555 23.42325
H140 -0.33994 4.54671 23.37625
H141 0.47942 3.83023 24.75648
H142 1.83107 4.85471 19.10366
H143 0.48036 5.91365 19.10457
H144 0.06399 4.33339 19.39477
O18 -1.76773 16.26683 10.99821
C65 -2.94596 16.08137 11.24685
O19 -3.95905 16.66155 10.54008
C66 -3.83836 17.31318 9.32245
C67 -3.54959 18.79796 9.52450
C68 -3.28190 15.15206 12.38112
H145 -4.80952 17.25812 8.83063
H146 -3.01913 16.97295 8.68904
H147 -3.61137 19.33062 8.57552
H148 -2.54965 18.82402 9.95757
H149 -4.14584 19.30778 10.28125
H150 -2.88762 14.14428 12.25062
H151 -4.34868 15.14206 12.60468
H152 -2.74236 15.56629 13.23282
O20 -2.40716 4.86126 20.79437
C69 -3.09901 4.41866 19.88642
O21 -3.64946 3.21014 19.82221
C70 -3.36008 2.15268 20.76957
C71 -1.86279 1.62946 20.88829
C72 -3.52332 5.26530 18.74356
H153 -3.91712 1.24422 20.54043
H154 -3.87396 2.24331 21.72655
H155 -1.60559 1.09059 19.97639
H156 -1.58984 0.93294 21.68103
H157 -1.02227 2.26958 21.15639
H158 -2.68081 5.36019 18.05852
H159 -3.94189 6.20526 19.10324
H160 -4.26802 4.62748 18.26744
O22 -1.34639 12.95103 17.25588
C73 -0.21971 13.57099 17.22220
O23 0.08852 14.75546 17.65139
C74 -0.93832 15.76306 17.93836
C75 -1.29786 16.64847 16.66161
C76 1.01077 12.81412 16.74629
H161 -0.59241 16.44441 18.71567
H162 -1.92122 15.38706 18.22233
H163 -2.08621 17.40021 16.70024
H164 -1.79942 15.95473 15.98689
H165 -0.41250 17.04332 16.16327
H166 1.84636 13.04772 17.40609
H167 1.43204 13.26852 15.84954
H168 0.66272 11.80226 16.53871

Results of the Mulliken charge analysis, in e, for atoms 1 through 99: C -1.3327; C 0.6065; C 0.8864; C -0.3186; C 0.2543; C -1.5114; H 0.4687; H 0.3437; H 0.0723; H 0.2097; H -0.5918; H 0.3740; H -0.7832; H -0.1385; H 0.2705; H -0.2613; H 0.4734; H 0.3176; H 0.4416; H 0.2817; C -1.3051; C -0.4846; C -0.0563; C -0.9257; C 0.9393; C -1.3973; H 0.3156; H 0.3169; H 0.3737; H 0.2747; H 0.3398; H 0.4661; H -0.0209; H 0.5159; H 0.1370; H 0.0074; H -0.5052; H 0.3349; H 0.2905; H 0.4052; C -1.1560; C -0.6175; C -0.5420; C 0.6546; C -0.1998; C -1.1295; H 0.3817; H 0.2743; H 0.3037; H 0.4435; H 0.2380; H 0.0754; H 0.2918; H 0.7508; H -1.0011; H 0.3354; H 0.3421; H 0.5249; H -0.2096; H 0.4054; C -1.5523; C 0.7243; C 0.0309; C 0.5802; C -0.0276; C -1.5925; H 0.1490; H 0.5074; H 0.3367; H -0.0731; H -0.1320; H -0.6236; H 0.4301; H -0.1388; H -0.2655; H 0.6972; H -0.6355; H 0.3939; H 0.4758; H 0.3626; C -1.6478; C 0.9981; C -0.9899; C -0.4853; C -0.3913; C -0.8452; H 0.4590; H 0.2879; H 0.3634; H -0.2652; H 0.0593; H 0.3703; H 0.3669; H 0.4164; H 0.1829; H 0.2040; H 0.3310; H 0.4012; H 0.0242

Entry 3:
Molecular formula: C24H20F2HfIN2O5
Method: DFT, ωB97M-V/def2-TZVPD

Computed properties:
Maximum force   1.66 eV/A
Calculated total energy   -53278.064 eV
Net charge   -1
Energy above the lowest of the compared OMol25 structures with the same formula, charge and spin   20.6 kcal/mol

Element x y z (Å)
Hf1 -0.35793 -1.09751 0.22275
O1 -2.19471 3.64343 1.79833
C1 -3.27745 2.84525 1.89043
C2 -4.34928 3.28455 2.66914
C3 -5.49146 2.51699 2.79771
C4 -5.57863 1.28604 2.15894
C5 -4.51082 0.85084 1.39031
C6 -3.35916 1.61289 1.23553
C7 -2.25529 1.08966 0.31847
O2 -2.14231 -0.30085 0.45862
N1 -0.99219 1.77735 0.63242
N2 -0.06170 0.92096 0.96056
C8 1.11687 1.24780 1.41580
C9 2.04519 0.25914 1.95846
C10 3.35500 0.65966 2.23768
C11 4.28406 -0.19413 2.80954
C12 3.90856 -1.49229 3.13000
C13 2.61689 -1.92072 2.86789
C14 1.68023 -1.07573 2.27563
O3 0.45733 -1.54273 1.99114
H1 -1.51410 3.11553 1.30150
H2 -4.25438 4.24302 3.16324
H3 -6.31370 2.87774 3.40483
H4 -6.46407 0.67189 2.26165
H5 -4.54939 -0.11120 0.89508
H6 1.37503 2.30178 1.49868
H7 3.63915 1.67832 1.99626
H8 5.28949 0.15416 3.01064
H9 4.61919 -2.17216 3.58459
H10 2.29983 -2.92879 3.10365
C15 3.84291 -2.27739 -1.27594
C16 2.47861 -1.64986 -1.38726
O4 1.77279 -1.66132 -0.37354
C17 2.03654 -1.05644 -2.63319
C18 2.85330 -1.08823 -3.77881
C19 2.44487 -0.53631 -4.96591
C20 1.18279 0.07359 -5.03083
C21 0.36070 0.12503 -3.93626
C22 0.75962 -0.43786 -2.70032
O5 -0.03816 -0.36313 -1.68462
H11 3.97583 -2.62039 -0.25319
H12 4.61931 -1.55234 -1.52159
H13 3.93427 -3.11669 -1.96628
H14 3.82470 -1.56099 -3.71969
H15 3.08302 -0.56970 -5.83822
H16 0.85017 0.51325 -5.96357
H17 -0.61353 0.59338 -3.98210
F1 -1.88743 -2.55024 -1.38173
C23 -1.31464 -3.13881 -0.20898
F2 -0.10399 -3.68925 -0.72880
H18 -1.94609 -4.00308 0.00581
I1 -3.51675 3.19618 -1.67729
C24 -2.61060 1.32089 -1.17191
H19 -3.30484 0.55377 -1.50308
H20 -1.70362 1.29509 -1.76218

In the natural (NBO) picture, each atom carries the following charge in e: Hf 2.3856; O -0.7290; C 0.4098; C -0.3050; C -0.2028; C -0.2739; C -0.1704; C -0.1618; C 0.3480; O -0.8748; N -0.4792; N -0.3266; C -0.0672; C -0.1436; C -0.1911; C -0.2666; C -0.2432; C -0.2306; C 0.3271; O -0.8318; H 0.4927; H 0.2078; H 0.1961; H 0.1980; H 0.2205; H 0.1807; H 0.1992; H 0.1992; H 0.1981; H 0.2071; C -0.7106; C 0.6434; O -0.6468; C -0.3154; C -0.1308; C -0.2889; C -0.1591; C -0.2907; C 0.5215; O -0.8285; H 0.2505; H 0.2316; H 0.2303; H 0.2048; H 0.2071; H 0.2079; H 0.2241; F -0.3884; C 0.0568; F -0.3973; H 0.1254; I 0.0246; C -0.5050; H 0.2251; H 0.2362